Density functional theory data (the ωB97M-V functional and the def2-TZVPD basis) for a structure of composition C13H18Cl2FeN2O.

As for the multiplicity: 6. The LUMO energy (alpha / beta) comes out at 2.503 / 2.502 eV. As for the orbital gap (alpha / beta): 0.1719 / 0.2490 Ha. Its charge is -1. Its highest occupied orbital energy (alpha / beta) is -2.17 / -4.27 eV.

Structure (XYZ):
```
37
Properties=species:S:1:pos:R:3:nbo_charge:R:1
H -4.624 -0.963 -0.206 0.152
H 1.538 -4.485 -2.651 0.199
H -4.009 -0.684 -1.991 0.151
C 1.033 1.915 -0.223 0.070
H -1.293 -3.102 0.287 0.209
H -0.771 -4.475 -1.518 0.201
H 2.423 3.523 -0.629 0.211
C 0.682 -2.266 0.471 -0.150
N -0.047 1.505 0.434 -0.395
H 2.761 -2.607 0.841 0.199
C 1.517 3.240 -0.099 -0.278
Cl -1.258 -0.632 -2.184 -0.688
H -1.458 6.491 2.872 0.400
H 2.544 -2.389 -2.076 0.198
O -2.150 4.111 2.892 -0.599
H 1.169 5.160 0.817 0.190
H 0.485 -1.712 1.398 0.229
C -0.271 -2.904 -0.153 -0.278
C -0.063 -3.636 -1.466 -0.467
H 2.465 -1.212 -0.152 0.209
C 1.379 -4.140 -1.624 -0.384
H -0.311 -2.977 -2.316 0.250
C -1.207 4.571 2.253 0.657
C -0.737 2.344 1.192 0.101
C 2.108 -2.247 0.024 -0.435
H -1.618 1.947 1.700 0.242
Fe -2.221 -1.577 -0.508 1.104
H 3.385 -3.599 -1.098 0.192
Cl -2.560 -1.389 1.607 -0.689
C -3.784 -0.951 -0.934 -0.986
H -0.192 6.328 1.714 0.387
C -0.357 3.708 1.361 -0.205
H 1.519 -5.014 -0.972 0.183
H 1.538 1.188 -0.859 0.203
C 0.809 4.134 0.702 -0.160
C 2.424 -3.093 -1.244 -0.395
N -0.849 5.889 2.339 -0.829
```

---

Density functional theory data (the ωB97M-V functional and the def2-TZVPD basis) for an isolated molecule of C4H9NO2.

The LUMO energy comes out at 0.796 eV. Its SMILES is CCNCC(=O)O. As for the orbital gap: 0.3532 Ha. Its charge is 0. Its highest occupied orbital energy is -8.81 eV.

Structure (XYZ):
```
16
Properties=species:S:1:pos:R:3:nbo_charge:R:1
H 1.519 -0.930 1.044 0.219
C -0.256 -0.908 -1.100 -0.205
H -0.099 -1.041 1.717 0.184
C 0.824 0.786 2.097 0.794
H 0.140 0.363 -2.804 0.213
H 0.581 -1.590 -1.242 0.188
O 1.757 0.941 2.834 -0.580
H -1.515 0.468 -2.137 0.200
H -0.601 0.804 -0.054 0.377
C 0.591 -0.369 1.166 -0.316
C -0.680 -0.192 -2.358 -0.606
H 0.042 2.341 2.720 0.497
N 0.083 0.066 -0.098 -0.632
H -1.124 -1.509 -0.760 0.152
O -0.209 1.677 2.062 -0.698
H -1.053 -0.909 -3.087 0.212
```

---

Density functional theory data (the ωB97M-V functional and the def2-TZVPD basis) for a structure of composition C18H36AlBBeBr2CaCl4CsF4NO18S.

The LUMO energy comes out at -4.787 eV. As for the orbital gap: 0.1180 Ha. Its charge is 0. Its highest occupied orbital energy is -8.00 eV.

Structure (XYZ):
```
89
Properties=species:S:1:pos:R:3:mulliken_charge:R:1
F 6.564 -1.421 1.273 -0.454
C 2.462 1.035 0.512 0.458
H -0.751 -2.380 2.529 0.433
H 1.936 8.891 -0.011 0.615
H -2.593 -6.499 0.243 0.418
C -6.485 -12.038 0.513 -0.470
H 2.206 3.812 -3.342 0.106
H -0.068 4.796 -5.049 0.332
H -4.475 -6.061 -0.480 0.387
O 1.121 4.931 -0.333 -0.705
Al 6.286 -0.709 -0.357 0.725
C 2.135 2.387 -1.500 0.342
O 3.333 1.913 -1.939 -0.545
B 0.844 4.820 -1.809 0.985
Cl -7.374 -11.094 2.931 -0.180
H -8.555 -11.968 1.104 0.334
C -2.314 -6.088 1.211 0.027
O 0.877 -2.612 -4.012 -0.669
O 1.258 -2.418 2.888 -0.394
C -5.307 -7.509 0.929 -0.681
H -0.970 6.343 -2.088 -0.148
C -7.657 -11.348 1.191 -0.445
O 0.374 -1.383 -2.051 -0.621
C 1.396 3.458 -2.545 -0.280
O 1.486 6.095 -2.287 -0.733
H -7.870 -10.375 0.736 0.294
H -4.362 -7.954 1.253 0.243
H -1.357 -5.579 1.060 -0.933
H 2.738 -1.198 1.307 0.135
H 4.261 8.334 -0.570 0.327
H -1.383 -2.216 4.957 0.404
H 1.001 -0.393 1.523 0.121
H -6.082 -5.689 0.111 0.323
S 3.686 7.820 -1.776 -0.691
F 6.621 1.060 -0.305 -0.404
H -1.917 8.540 1.029 0.205
F 4.574 -0.981 -0.847 -0.030
H -5.744 -8.148 0.157 0.303
O 3.650 1.356 1.033 -0.532
O 8.873 7.443 -2.932 -0.661
C 2.065 6.990 -1.270 1.431
H -1.412 9.114 -0.698 0.348
H -0.459 9.845 0.870 0.302
H -6.204 -12.959 1.033 0.335
H 0.588 2.844 -3.131 0.360
O -0.566 5.433 -4.434 -0.350
H 1.492 -0.969 -0.209 -0.063
H 0.337 -2.310 5.399 0.368
N 0.078 7.811 0.299 -0.190
C 1.927 -0.518 0.780 -0.051
H -1.431 4.551 -1.396 0.089
H 0.505 -4.618 4.213 0.924
O 7.130 9.046 -2.957 -0.696
O -0.874 -1.018 -4.030 -0.630
C -5.111 -6.099 0.409 -0.612
Br 3.548 -2.258 -2.437 0.466
C -0.990 8.922 0.384 -0.767
H -0.251 -0.926 4.488 0.351
Br 4.124 5.170 -0.525 -0.115
H -5.970 -7.506 1.801 0.286
Cl 7.434 7.628 -2.939 1.673
C 1.181 8.223 -0.650 -1.709
O 6.865 7.027 -1.749 -0.620
Be -2.789 9.811 2.109 -0.026
Cl -5.045 -10.991 0.428 -0.155
Cl -0.188 -2.014 -3.230 1.694
C -0.761 5.170 -2.151 -0.204
O 6.871 6.997 -4.116 -0.655
H -1.216 -4.512 3.777 0.276
C -0.365 -2.008 4.614 -1.480
F 7.384 -1.493 -1.550 -0.443
H 2.430 6.216 1.027 0.410
O -1.128 -3.041 -2.827 -0.646
C -0.067 -2.731 3.310 0.505
Ca 2.539 10.027 -1.759 1.575
H 0.748 8.970 -1.473 0.187
O -4.607 -5.234 1.446 -0.336
H -0.465 6.983 -0.040 0.209
Cs 1.042 -4.840 1.466 0.980
H -2.181 -6.897 1.934 0.305
O 1.556 1.924 -0.229 -0.256
H -6.750 -12.296 -0.517 0.294
C 2.274 5.841 -0.078 -0.042
C -0.203 -4.237 3.468 -3.297
C -3.297 -5.096 1.755 0.634
H 0.026 -4.746 2.526 1.832
O -1.166 4.742 -3.506 -0.207
O -2.935 -4.216 2.532 -0.519
H 1.872 -2.727 3.575 0.293
```

---

Density functional theory data (the ωB97M-V functional and the def2-TZVPD basis) for a structure of composition C3H4O2.

The LUMO energy comes out at 0.807 eV. As for the orbital gap: 0.3833 Ha. Its charge is 0. Its highest occupied orbital energy is -9.62 eV.

Structure (XYZ):
```
9
Properties=species:S:1:pos:R:3:nbo_charge:R:1
C -0.534 0.984 -0.011 -0.157
H -0.503 1.261 1.221 0.190
H -0.362 1.813 -0.698 0.221
H -0.268 -1.767 0.804 0.233
C 0.826 0.138 0.051 0.534
O 2.025 0.070 -0.183 -0.517
C -0.055 -0.998 0.071 -0.214
O -1.279 -0.193 -0.289 -0.526
H 0.149 -1.307 -0.968 0.236
```

---

Density functional theory data (the ωB97M-V functional and the def2-TZVPD basis) for a structure of composition C14H14BF9N6OW.

As for the multiplicity: 3. The LUMO energy (alpha / beta) comes out at -17.453 / -18.957 eV. As for the orbital gap (alpha / beta): 0.2119 / 0.1567 Ha. Its charge is +4. Its highest occupied orbital energy (alpha / beta) is -23.22 / -23.22 eV.

Structure (XYZ):
```
46
Properties=species:S:1:pos:R:3:nbo_charge:R:1
H -0.977 -2.215 1.664 0.350
C -0.246 3.987 -1.463 0.068
N -1.021 -0.234 -3.125 -0.349
H -3.698 -1.615 -4.335 0.328
C -1.417 -0.357 4.220 0.965
C 1.070 -1.010 4.199 0.959
C 2.423 -0.969 -3.174 0.210
F 1.152 -1.031 5.540 -0.248
F 0.768 -2.279 3.766 -0.313
C 0.398 1.501 4.190 0.976
N 0.019 1.861 -2.212 -0.251
C -0.319 3.080 -0.364 0.215
H -1.491 -0.269 -5.161 0.296
H -1.027 -2.015 -0.036 0.228
H -0.356 5.059 -1.470 0.332
H -0.438 3.269 0.691 0.322
C -2.738 -1.364 -2.316 0.070
N 1.415 -0.367 -2.563 -0.318
C 2.647 -1.513 -0.991 0.054
C 3.198 -1.667 -2.250 -0.178
H -3.468 -1.867 -1.698 0.303
B 0.263 0.603 -3.116 0.455
H 0.094 3.363 -3.690 0.326
F -1.715 -1.630 3.826 -0.313
H 0.343 -0.681 2.116 0.483
W -0.189 -0.273 -0.473 1.903
O 0.095 0.240 2.367 -0.711
C -0.311 -1.935 0.851 -0.715
F 1.603 1.821 3.653 -0.299
F 0.453 1.670 5.528 -0.252
H 4.075 -2.227 -2.446 0.324
C -2.895 -1.267 -3.702 -0.225
C 0.009 0.079 3.767 -0.001
H 0.453 -2.707 0.780 0.311
C -0.026 3.165 -2.628 0.176
F 2.297 -0.720 3.680 -0.300
F -0.524 2.349 3.666 -0.311
N -1.560 -0.704 -1.922 -0.432
N -0.235 1.786 -0.806 -0.413
N 1.561 -0.690 -1.176 -0.350
H 2.518 -0.825 -4.233 0.302
H 0.559 0.873 -4.253 0.091
C -1.789 -0.571 -4.168 0.171
F -1.510 -0.294 5.570 -0.255
H 2.878 -1.866 0.021 0.309
F -2.341 0.459 3.674 -0.295
```

---

Density functional theory data (the ωB97M-V functional and the def2-TZVPD basis) for a cluster of 12 separate species, C26H20Cl44N3O4 in total.

The LUMO energy comes out at -3.715 eV. As for the orbital gap: 0.3026 Ha. Its charge is +1. Its highest occupied orbital energy is -11.95 eV.

Structure (XYZ):
```
97
Properties=species:S:1:pos:R:3:mulliken_charge:R:1
O -4.179 1.810 -2.708 -0.504
Cl 10.507 3.933 2.946 -0.093
C -6.290 -3.613 0.044 -0.079
Cl 12.502 -2.485 2.552 -0.072
C -0.226 1.399 7.475 0.309
C -8.614 -3.468 -3.539 0.261
O -3.808 -4.333 -0.675 -0.589
C -7.415 -0.149 0.192 0.470
H -6.682 -4.640 0.085 -0.165
H -2.006 -4.053 1.079 0.357
Cl 15.604 4.145 5.797 -0.103
C -2.770 -3.270 1.190 -0.915
Cl -8.780 -3.868 -5.247 -0.086
Cl -0.813 5.402 -4.689 -0.035
Cl 13.101 -3.590 5.154 -0.107
Cl -1.824 3.084 -3.271 -0.007
Cl -5.680 -9.453 0.247 -0.103
Cl -0.170 2.303 -5.635 0.051
C -0.562 0.450 0.507 -0.441
H -5.431 -0.440 -0.623 0.363
C -1.577 1.100 1.223 -0.662
C -2.893 1.392 -0.768 0.764
O -5.201 2.546 -0.862 -0.379
Cl 13.499 2.570 4.592 0.016
N -5.939 1.643 -0.075 0.306
H -7.967 -2.425 -0.505 -0.302
C -3.979 -3.764 0.377 0.791
H 0.012 -0.270 -1.476 0.502
H -3.500 2.083 1.197 0.490
C -2.249 4.431 -4.350 0.224
H -5.915 -1.294 1.308 0.727
H -2.027 0.576 -2.573 0.833
Cl 13.860 -0.874 4.527 -0.052
Cl 12.418 3.610 0.804 -0.078
H -6.028 -3.398 -1.001 0.469
C 5.871 1.262 -5.048 0.290
C 0.793 2.376 -7.121 0.190
Cl 2.887 0.898 4.140 -0.082
Cl 9.284 -1.273 -2.306 -0.094
Cl 10.992 -0.297 -4.428 -0.098
C -6.992 -1.330 1.088 -1.470
C -6.119 -8.004 -0.666 0.343
Cl -7.663 -7.368 -0.063 -0.127
Cl -3.466 5.448 -3.561 -0.125
C -0.736 0.251 -0.877 -1.058
Cl 11.984 -2.268 -2.564 -0.098
H -7.520 -1.244 2.055 0.384
Cl 11.791 1.377 2.523 0.029
Cl -6.278 -8.410 -2.379 -0.088
Cl 5.579 3.007 -5.025 -0.086
C -1.877 0.718 -1.500 -0.546
C 14.139 3.205 6.115 0.306
C -7.457 -2.670 0.442 -0.090
N -7.779 3.181 -0.293 -0.271
Cl 3.551 3.005 2.282 -0.101
C 10.946 -0.848 -2.746 0.315
Cl 0.227 0.012 8.471 -0.087
Cl 0.888 4.051 -7.680 -0.096
H -8.785 3.262 -0.162 0.313
Cl -1.781 2.038 8.026 -0.099
Cl 1.632 3.490 4.387 -0.061
C -4.117 1.908 -1.521 0.136
H -7.305 3.943 -0.769 0.277
H -1.453 1.230 2.296 0.609
Cl 2.420 1.767 -6.796 0.007
Cl 9.833 2.334 0.635 -0.081
Cl 7.525 0.933 -4.524 -0.017
Cl 1.011 2.657 7.619 -0.085
C 11.137 2.816 1.728 0.224
N -7.875 1.104 0.918 -0.691
Cl 12.925 4.244 6.874 -0.108
H -6.590 0.504 -1.741 0.435
H -2.374 -2.318 0.816 0.028
C -7.219 2.108 0.135 0.366
H 0.337 0.045 0.946 0.596
Cl -2.905 3.785 -5.864 -0.054
Cl -4.882 -6.760 -0.469 -0.033
Cl 4.734 0.459 -3.953 -0.091
C 2.257 2.289 3.249 0.241
Cl -7.326 -2.256 -3.342 -0.065
C 12.636 -2.126 4.279 0.305
Cl 0.026 1.382 -8.369 -0.102
Cl 11.076 -1.547 4.883 -0.095
Cl -0.370 0.884 5.785 -0.039
Cl 14.525 1.859 7.196 -0.103
H -8.224 -3.179 1.045 0.454
Cl 0.940 1.754 2.177 -0.132
Cl -10.139 -2.804 -2.934 -0.110
H -7.227 1.082 1.716 0.412
H -3.059 -3.248 2.251 0.346
Cl -8.200 -4.922 -2.624 0.005
H -8.239 -0.339 -0.511 0.371
Cl 5.637 0.647 -6.691 -0.101
C -2.735 1.576 0.606 -0.290
Cl 11.520 0.444 -1.687 -0.023
O -5.187 -3.544 0.960 -0.328
C -6.202 0.330 -0.728 -0.919
```

---

Density functional theory data (the ωB97M-V functional and the def2-TZVPD basis) for an isolated molecule of C5H7NO.

The LUMO energy comes out at 0.822 eV. Its SMILES is O[C@]12CN3C[C@H]1[C@@H]32. As for the orbital gap: 0.3591 Ha. Its charge is 0. Its highest occupied orbital energy is -8.95 eV.

Structure (XYZ):
```
14
Properties=species:S:1:pos:R:3:nbo_charge:R:1
O -0.690 2.086 0.476 -0.676
C -0.329 0.819 0.079 0.217
H -0.340 -1.952 1.064 0.183
N 0.194 -0.982 -0.844 -0.379
H 1.163 0.532 1.769 0.232
H 1.752 0.744 -1.114 0.227
H -1.425 0.126 -1.681 0.198
H -1.914 -0.784 -0.218 0.187
C 0.474 -1.399 0.578 -0.219
C 0.694 0.056 0.915 -0.266
H 1.390 -1.996 0.609 0.201
H -0.883 2.609 -0.312 0.475
C 0.936 0.317 -0.544 -0.130
C -1.100 -0.227 -0.697 -0.251
```

---

Density functional theory data (the ωB97M-V functional and the def2-TZVPD basis) for an isolated molecule of C12H12O.

The LUMO energy comes out at 0.666 eV. Its SMILES is CCc1ccc2ccccc2c1O. As for the orbital gap: 0.3156 Ha. Its charge is 0. Its highest occupied orbital energy is -7.92 eV.

Structure (XYZ):
```
25
Properties=species:S:1:pos:R:3:nbo_charge:R:1
C 0.976 -1.599 0.159 -0.182
C -1.361 -2.448 -0.518 -0.419
H -0.834 -3.371 -0.781 0.203
H -2.017 1.086 -1.280 0.480
H -1.963 -2.204 -1.383 0.223
C -0.219 2.432 -0.304 -0.201
C 1.893 -0.590 0.324 -0.210
C -0.347 -1.352 -0.275 -0.111
H 3.506 1.519 0.511 0.216
C -0.734 -0.043 -0.425 0.388
C 0.162 1.075 -0.212 -0.132
H 2.755 3.922 0.337 0.216
H 2.906 -0.798 0.677 0.212
H -2.998 -1.958 0.914 0.213
C 1.503 0.756 0.115 -0.043
C 2.453 1.809 0.318 -0.177
H -1.640 -2.952 1.576 0.204
H 1.256 -2.650 0.277 0.211
C -2.252 -2.786 0.697 -0.599
H -1.247 2.697 -0.541 0.197
H 0.321 4.445 -0.064 0.216
C 0.679 3.414 -0.040 -0.209
O -2.025 0.214 -0.801 -0.687
H -2.825 -3.724 0.535 0.208
C 2.050 3.108 0.185 -0.219
```

---

Maximum force across the listed records, respectively: 5.40; 1.06; 17.91; 4.86; 4.09; 2.25; 0.45; 1.54 eV/Å.